The following is a DFT calculation (the ωB97M-V functional and the def2-TZVPD basis) of a single C4H4S3 molecule in a non-equilibrium geometry.

The value obtained for the frontier orbital gap is 7.66 eV. The relative energy (zero: lowest compared OMol25 entry of this formula, charge and spin) is 0.00 kcal/mol. As for the SMILES: Cc1cc(=S)ss1. The calculation puts the total energy at -1349.3540 hartree. The calculation puts the strongest force on any atom at 4.78 eV/A. The HOMO energy comes out at -0.3009 Eh.

Atoms and positions in Å:
H (0.423, -0.440, -0.628)
C (-0.288, 0.917, 0.725)
C (-0.565, 1.862, -0.256)
H (-0.220, 1.719, -1.296)
S (-1.081, 3.311, 1.948)
H (-1.032, -0.983, 0.288)
S (-1.465, 4.455, -0.743)
S (-0.535, 1.354, 2.383)
C (-1.015, 3.160, 0.202)
H (0.727, -1.039, 1.022)
C (-0.039, -0.528, 0.475)

Cartesian forces (eV/Å) of the 2 atoms listed first:
H -0.9 -0.7 2.1
C -0.9 1.1 -0.3


The following is a DFT calculation (the ωB97M-V functional and the def2-TZVPD basis) of a single C5H8O2 molecule in a non-equilibrium geometry.

The value obtained for the frontier orbital gap is 9.88 eV. The relative energy (zero: lowest compared OMol25 entry of this formula, charge and spin) is 94.37 kcal/mol. As for the SMILES: O[C@H]1C[C@@]2(O)C[C@@H]12. The calculation puts the total energy at -345.6546 hartree. The calculation puts the strongest force on any atom at 2.27 eV/A. The HOMO energy comes out at -0.3351 Eh.

Atoms and positions in Å:
H (-2.861, -0.240, 0.222)
H (1.598, 0.457, 1.368)
C (-1.017, 0.152, 0.019)
C (1.125, 0.278, 0.398)
H (-0.161, -1.465, 1.316)
H (-0.358, -1.896, -0.501)
H (0.193, 1.840, -0.921)
H (2.660, -0.615, -0.399)
H (-0.165, 1.982, 0.830)
C (0.048, -0.758, 0.511)
C (0.027, 1.289, 0.007)
H (-0.081, -0.651, -1.773)
O (2.073, 0.115, -0.631)
C (-0.709, -0.924, -0.934)
O (-2.250, 0.409, 0.589)

Cartesian forces (eV/Å) of the 2 atoms listed first:
H 0.0 0.1 0.1
H 0.1 0.3 -0.1


Q: Look up the HOMO energy of the first one.
A: -0.3009 Eh